Density functional theory data (ωB97M-V/def2-TZVPD) for one molecule with the formula C4H8N2O.

```
15
C4H8N2O, DFT ωB97M-V/def2-TZVPD
O 2.804 -0.419 -0.036
N 0.701 -1.306 -0.149
N 1.024 0.995 -0.125
C 1.595 -0.256 -0.098
C -1.159 0.108 0.507
C -0.389 1.319 -0.007
C -0.718 -1.083 -0.337
H 1.701 1.741 -0.153
H -2.237 0.289 0.436
H 1.021 -2.143 0.309
H -1.258 -2.004 -0.102
H -0.796 1.608 -0.988
H -0.912 -0.083 1.559
H -0.511 2.177 0.664
H -0.911 -0.862 -1.397
```

Values from the calculation:
Energy above the lowest of the compared OMol25 structures with the same formula, charge and spin, eV: 0.137
Gap between HOMO and LUMO, hartree: 0.3760
LUMO energy, eV: 0.843
E_HOMO, eV: -9.387
SMILES string: O=C1NCCCN1
2S+1: 1
DFT total energy, eV: -9306.2558

Mulliken population analysis, charges in e, atoms 1 to 8: number 1, O, carries -0.6680; number 2, N, carries -0.1447; number 3, N, carries -0.1340; number 4, C, carries 0.2948; number 5, C, carries -0.5225; number 6, C, carries -0.5372; number 7, C, carries -0.5641; number 8, H, carries 0.2074

Density functional theory data (ωB97M-V/def2-TZVPD) for C45H53I2N4O4P2Tc as an isolated structure at a distorted geometry.

```
111
C45H53I2N4O4P2Tc, DFT ωB97M-V/def2-TZVPD
I 3.059 -7.506 -1.909
I 2.723 -4.852 -1.806
Tc 1.211 -0.754 0.322
P 0.044 -1.670 2.327
P -1.627 2.470 -1.291
O -2.393 1.602 -2.667
O -2.590 2.839 -0.288
O -0.771 3.496 -2.079
O -0.698 1.244 -0.975
N -0.218 -0.979 -1.199
N 3.156 -0.923 1.206
N 2.571 -0.082 -1.231
N 1.374 1.273 0.857
C -1.267 5.656 -1.032
C 0.624 1.887 1.775
C 0.276 -3.462 2.570
C 2.101 2.019 0.010
C 3.462 -0.819 2.498
C 1.993 -0.212 -2.572
C -2.519 -1.682 -1.245
C 0.549 3.260 1.887
C 0.722 0.607 -2.820
C 4.151 -1.062 0.317
C -0.223 0.377 5.891
C -3.725 -0.237 1.687
C -0.025 -5.437 3.917
C 0.355 -1.036 4.026
C -2.602 4.835 -2.987
C 3.010 1.302 -0.953
C -1.227 4.898 -2.345
C 0.641 -4.264 1.493
C 3.722 -0.998 -1.122
C 1.297 4.039 1.015
C 4.754 -0.929 2.974
C -3.957 -2.189 3.060
C -1.163 -1.904 -0.982
C -2.355 -0.430 1.636
C 2.079 3.404 0.063
C -1.783 -1.518 2.287
C 1.398 -1.575 4.788
C -1.215 -1.466 -4.542
C -0.175 5.449 -3.294
C -1.543 0.985 -5.208
C 5.780 -1.150 2.067
C -0.519 0.187 -1.983
C -3.456 -0.464 -4.668
C 0.820 -0.155 6.633
C -2.591 -2.401 2.996
C -0.034 -4.061 3.792
C -2.906 -0.610 -1.980
C 1.628 -1.134 6.078
C 0.296 -6.233 2.830
C -1.992 -0.173 -4.285
C 5.473 -1.193 0.714
C -1.916 0.202 -2.752
C -4.527 -1.113 2.400
C -0.454 -0.053 4.595
C 0.647 -5.641 1.627
H 3.116 1.885 -1.873
H -5.593 -0.961 2.445
H -0.279 -5.886 4.864
H -4.571 -2.863 3.634
H -1.730 0.274 1.101
H -1.608 -2.267 -3.922
H 0.527 0.490 -3.881
H -0.688 1.557 -4.862
H 0.901 1.668 -2.625
H -0.864 1.127 6.328
H 0.806 5.407 -2.832
H -0.149 -1.389 -4.359
H -4.126 0.351 -4.403
H 0.934 -3.804 0.553
H 2.641 -0.619 3.167
H 6.250 -1.317 -0.024
H -2.014 5.231 -0.367
H 4.554 -0.683 -1.765
H -4.155 0.611 1.181
H -3.944 -0.375 -2.124
H 0.088 1.241 2.456
H 4.940 -0.835 4.029
H -0.837 -2.815 -0.502
H 2.692 3.976 -0.616
H -2.365 1.672 -5.421
H 4.004 1.282 -0.490
H -3.249 -2.364 -0.843
H 0.283 -7.307 2.928
H -1.355 -1.752 -5.580
H -0.402 6.483 -3.534
H 2.005 -2.372 4.385
H -3.822 -1.379 -4.210
H 6.800 -1.255 2.400
H -2.552 4.450 -4.003
H 1.301 5.114 1.093
H -3.270 4.227 -2.378
H -3.511 -0.595 -5.746
H -1.276 0.555 -6.171
H 2.427 -1.573 6.655
H -1.297 0.352 4.053
H -2.169 -3.252 3.507
H 2.736 0.098 -3.319
H -1.517 6.697 -1.223
H 0.984 0.177 7.645
H -0.297 5.619 -0.546
H 3.410 -2.000 -1.451
H -0.275 -3.453 4.652
H 1.784 -1.276 -2.732
H -3.025 5.835 -3.039
H 0.915 -6.262 0.787
H -2.384 2.014 -3.563
H -0.153 4.885 -4.222
H -0.070 3.708 2.646
```

Values from the calculation:
⟨S²⟩: 0.7581
Gap between HOMO and LUMO (alpha / beta), hartree: 0.2186 / 0.2197
LUMO energy (alpha / beta), eV: -9.208 / -9.178
Net charge: +3
E_HOMO (alpha / beta), eV: -15.156 / -15.156
2S+1: 2
DFT total energy, eV: -98632.7466

Mulliken population analysis, charges in e, atoms 1 to 8: number 1, I, carries 0.0322; number 2, I, carries 0.1267; number 3, Tc, carries -0.9038; number 4, P, carries 3.0007; number 5, P, carries -0.5012; number 6, O, carries 0.0700; number 7, O, carries -0.7936; number 8, O, carries -0.1341

Density functional theory data (ωB97M-V/def2-TZVPD) for one molecule with the formula C3H2Cl3FO at a distorted geometry.

```
10
C3H2Cl3FO, DFT ωB97M-V/def2-TZVPD
Cl 0.864 -1.063 1.725
Cl -0.280 1.924 0.904
Cl 2.492 0.875 0.139
F 1.177 -1.167 -0.748
O -2.408 -0.233 0.327
C -0.179 0.568 -0.175
C 1.060 -0.164 0.243
C -1.378 -0.400 -0.235
H -0.092 0.876 -1.188
H -1.256 -1.217 -0.991
```

Values from the calculation:
Energy above the lowest of the compared OMol25 structures with the same formula, charge and spin, eV: 0.325
Gap between HOMO and LUMO, hartree: 0.4028
LUMO energy, eV: 0.318
E_HOMO, eV: -10.644
SMILES string: O=C[C@@H](Cl)C(F)(Cl)Cl
2S+1: 1
DFT total energy, eV: -45474.8919

Mulliken population analysis, charges in e, atoms 1 to 8: number 1, Cl, carries -0.0915; number 2, Cl, carries -0.1044; number 3, Cl, carries -0.1064; number 4, F, carries -0.2201; number 5, O, carries -0.3988; number 6, C, carries -0.0625; number 7, C, carries 0.3693; number 8, C, carries -0.0740

Density functional theory data (ωB97M-V/def2-TZVPD) for a 2-piece molecular cluster, C4H13N2O2 overall at a distorted geometry.

```
21
C4H13N2O2, DFT ωB97M-V/def2-TZVPD
O -0.928 1.891 -2.084
O 1.203 1.177 -2.261
N 0.413 2.857 -3.627
N -0.547 0.024 -0.013
C 0.161 1.934 -2.673
C 0.318 -1.283 1.985
C -0.698 -1.251 0.839
C -0.139 -2.167 3.153
H -0.951 0.845 0.445
H -0.262 3.633 -3.678
H 0.168 -3.206 3.043
H -0.667 -2.072 0.118
H 1.989 1.400 -2.782
H 1.362 2.995 -3.994
H -1.698 -1.195 1.292
H 0.452 -0.272 2.401
H 0.293 -1.726 4.048
H 1.273 -1.627 1.564
H -1.227 -2.195 3.267
H -0.961 -0.005 -0.939
H 0.447 0.242 -0.104
```

Values from the calculation:
Energy above the lowest of the compared OMol25 structures with the same formula, charge and spin, eV: 0.900
⟨S²⟩: 0.7888
Gap between HOMO and LUMO (alpha / beta), hartree: 0.3611 / 0.1324
LUMO energy (alpha / beta), eV: -8.276 / -14.499
Net charge: +2
E_HOMO (alpha / beta), eV: -18.102 / -18.101
2S+1: 2
DFT total energy, eV: -11414.3548

Mulliken population analysis, charges in e, atoms 1 to 8: number 1, O, carries -0.2950; number 2, O, carries -0.3739; number 3, N, carries -0.1186; number 4, N, carries -0.3392; number 5, C, carries 0.8218; number 6, C, carries -0.3300; number 7, C, carries -0.6278; number 8, C, carries -1.2271

Among the records above, which one has the highest DFT total energy?
C4H8N2O

Which of these has the highest DFT total energy?
C4H8N2O

Look up the 2S+1 of the fourth one.
2

The highest DFT total energy belongs to which entry?
C4H8N2O